Entry 1:
An isolated molecule of C3H7NO2. Source: the Open Molecules 2025 dataset; level of theory: wB97M-V/def2-TZVPD.

The geometry in XYZ format:
```
13
Properties=species:S:1:pos:R:3:nbo_charge:R:1
H -1.48 -0.42 -1.51 0.2363
H 0.13 -1.00 -1.93 0.2172
H -0.14 0.75 -1.68 0.2341
H -0.04 0.64 1.98 0.1903
H 1.36 -1.70 -0.10 0.5098
H 1.58 1.49 0.59 0.4688
H -1.22 1.33 0.84 0.1915
N -0.47 -1.60 0.81 -0.3406
C -0.17 -0.41 0.15 0.2923
O 1.10 -1.06 0.58 -0.5089
C -0.41 -0.25 -1.34 -0.6690
O 0.70 1.85 0.43 -0.7104
C -0.22 0.89 0.93 -0.1114
```

Properties
Electronic energy in a.u.: -323.58139
Molecular weight in g/mol: 89.09
Frontier orbital gap in eV: 8.74
E_LUMO in eV: 0.4
Relative energy (zero: lowest compared OMol25 entry of this formula, charge and spin) in kJ/mol: 524.0


Entry 2:
A cluster of 3 separate species, C23H34ClNO13P4S in total. Source: the Open Molecules 2025 dataset; level of theory: wB97M-V/def2-TZVPD.

The geometry in XYZ format:
```
77
Properties=species:S:1:pos:R:3:lowdin_charge:R:1
H -6.11 -0.21 -3.86 0.0722
C -3.07 0.49 -3.50 -0.1326
H -1.37 7.10 2.68 0.0760
H -0.17 -2.10 3.81 0.0791
P -0.27 -5.29 4.23 0.3214
C 2.05 -4.35 4.99 -0.0922
C -2.25 2.30 0.29 -0.0788
H -2.36 -5.83 5.73 0.0856
C -3.98 -0.52 -4.25 -0.2239
H -0.11 6.32 0.40 0.0707
H -5.16 -0.52 -2.41 0.0614
C -0.94 3.95 1.96 -0.0673
H 6.68 -0.72 -1.60 0.0914
O -0.27 -6.02 5.64 -0.2139
H 5.23 4.77 -2.03 0.0911
H -0.69 -3.29 2.60 0.0853
O 1.27 -5.00 3.98 -0.2017
H 2.79 0.13 -2.30 0.0349
H -0.41 4.61 2.64 0.1160
O 5.25 3.07 -0.86 -0.2022
P 4.42 1.74 -1.06 0.3200
O -0.87 6.88 0.19 -0.2137
H -1.51 -6.10 7.26 0.0885
C -2.54 3.63 0.22 -0.0198
H 1.44 -4.05 5.84 0.0842
O -0.89 -3.87 4.60 -0.2246
H 5.49 3.27 -2.94 0.0858
C -0.66 2.60 2.03 0.0147
C -0.22 -1.58 -2.06 -0.3389
C 5.71 3.79 -2.01 -0.0878
P 1.06 -2.81 -2.58 0.6285
C -2.95 1.32 -0.63 -0.2367
H 2.82 -5.04 5.33 0.0903
C -1.14 -1.07 -2.94 -0.2703
H -1.24 -0.77 -4.90 0.0903
N -1.05 -1.55 -4.28 0.0568
H 0.08 2.21 2.72 0.1341
C -5.29 -0.80 -3.46 -0.0838
O -0.94 -5.98 3.15 -0.2153
O -0.93 -0.42 2.06 0.1308
H 6.62 0.52 -0.32 0.0886
C -1.32 1.78 1.16 -0.0791
C 2.39 1.12 -2.51 -0.1070
H -1.69 -2.32 -4.47 0.0930
C -1.54 -6.37 6.21 -0.0863
H -3.75 1.20 -3.03 0.1012
H 1.43 1.24 -2.01 0.0868
O 3.97 1.12 0.19 -0.2234
H 2.25 1.22 -3.58 0.0826
C -1.08 0.29 1.08 -0.2300
H 0.55 -1.59 -0.05 0.1187
Cl 2.06 -1.85 -4.16 0.1990
O 2.15 -2.84 -1.35 -0.3534
C -2.08 -0.11 -2.53 -0.0755
C -1.09 -0.24 -0.33 -0.0923
H 2.51 -3.47 4.56 0.0896
H -4.29 -0.01 -5.17 0.1057
P -2.20 6.26 0.92 0.2102
C -0.91 -2.86 3.58 -0.1021
C -0.19 -1.18 -0.73 -0.0269
H 7.41 0.88 -1.88 0.0887
H -5.56 -1.85 -3.56 0.0680
S -3.70 6.65 -0.21 0.3311
H -2.50 1.09 -4.22 0.1232
H -1.70 -7.44 6.11 0.0908
H 6.79 3.92 -1.92 0.0908
H -3.28 3.97 -0.49 0.0880
C 6.58 0.35 -1.40 -0.0830
C -1.84 4.48 1.07 -0.2822
H 2.27 -1.95 -0.96 0.0388
O 3.28 2.16 -2.07 -0.2064
H -3.49 -1.45 -4.52 0.0759
O 5.35 0.81 -1.96 -0.2249
H -1.90 -2.41 3.55 0.0862
C -2.01 0.27 -1.21 -0.0337
O -4.14 1.36 -0.84 0.1323
O -2.29 6.97 2.37 -0.1883
```

Properties
Electronic energy in a.u.: -4153.81420
Molecular weight in g/mol: 723.94
Frontier orbital gap in eV: 7.91
E_LUMO in eV: -1.1
SMILES string: CCCc1c(N)c(P(O)Cl)cc2c1C(=O)c1cc(P(O)(O)=S)ccc1C2=O.COP(=O)(OC)OC.COP(=O)(OC)OC


Entry 3:
A structure of composition C8H9CoI3O4RuS. Source: the Open Molecules 2025 dataset; level of theory: wB97M-V/def2-TZVPD.

The geometry in XYZ format:
```
27
Properties=species:S:1:pos:R:3:lowdin_spin:R:1
C -1.38 1.44 0.98 0.0970
H 1.33 2.07 -1.80 0.0024
S 1.24 0.00 0.24 0.7830
C -0.77 0.34 -1.77 0.0575
H 1.32 1.13 -3.31 0.0032
O -2.42 1.86 0.68 -0.0018
H 2.07 -1.62 -2.00 0.0027
C 1.55 1.09 -2.24 0.0131
C -1.04 -1.67 3.31 0.0619
I 0.94 -3.69 1.23 1.5761
C 1.01 -1.38 -2.13 0.0200
H -0.97 0.39 -2.86 0.0170
O -1.73 -1.98 4.20 0.0739
I 1.68 0.10 3.63 1.0680
C -1.49 -1.72 0.83 0.0474
H -1.01 1.31 -1.34 0.0018
H 0.43 -2.15 -1.62 0.0049
Ru -0.01 -1.28 1.82 1.3116
C 0.69 0.01 -1.58 0.0856
H 2.61 0.89 -2.10 0.0024
O -1.50 2.20 3.90 -0.0037
H -1.41 -0.44 -1.33 0.0008
H 0.77 -1.42 -3.20 0.0039
I 1.05 3.57 1.36 1.2049
Co 0.22 1.27 1.72 2.4305
O -2.43 -2.09 0.25 0.0215
C -0.74 1.80 3.13 0.1145
```

Properties
Charge: +4
Electronic energy in a.u.: -3378.11172
Molecular weight in g/mol: 741.94
Frontier orbital gap (alpha / beta) in eV: 8.06 / 5.27
Spin multiplicity: 10
E_LUMO (alpha / beta) in eV: -15.2 / -19.2
Relative energy (zero: lowest compared OMol25 entry of this formula, charge and spin) in kJ/mol: 0.0


Question: Which value of electronic energy does entry 1 give?
Answer: -323.58139 a.u.


Copy entry 1 word for word.
An isolated molecule of C3H7NO2. Source: the Open Molecules 2025 dataset; level of theory: wB97M-V/def2-TZVPD.

The geometry in XYZ format:
```
13
Properties=species:S:1:pos:R:3:nbo_charge:R:1
H -1.48 -0.42 -1.51 0.2363
H 0.13 -1.00 -1.93 0.2172
H -0.14 0.75 -1.68 0.2341
H -0.04 0.64 1.98 0.1903
H 1.36 -1.70 -0.10 0.5098
H 1.58 1.49 0.59 0.4688
H -1.22 1.33 0.84 0.1915
N -0.47 -1.60 0.81 -0.3406
C -0.17 -0.41 0.15 0.2923
O 1.10 -1.06 0.58 -0.5089
C -0.41 -0.25 -1.34 -0.6690
O 0.70 1.85 0.43 -0.7104
C -0.22 0.89 0.93 -0.1114
```

Properties
Electronic energy in a.u.: -323.58139
Molecular weight in g/mol: 89.09
Frontier orbital gap in eV: 8.74
E_LUMO in eV: 0.4
Relative energy (zero: lowest compared OMol25 entry of this formula, charge and spin) in kJ/mol: 524.0


Please write out number 2 again, unchanged.
A cluster of 3 separate species, C23H34ClNO13P4S in total. Source: the Open Molecules 2025 dataset; level of theory: wB97M-V/def2-TZVPD.

The geometry in XYZ format:
```
77
Properties=species:S:1:pos:R:3:lowdin_charge:R:1
H -6.11 -0.21 -3.86 0.0722
C -3.07 0.49 -3.50 -0.1326
H -1.37 7.10 2.68 0.0760
H -0.17 -2.10 3.81 0.0791
P -0.27 -5.29 4.23 0.3214
C 2.05 -4.35 4.99 -0.0922
C -2.25 2.30 0.29 -0.0788
H -2.36 -5.83 5.73 0.0856
C -3.98 -0.52 -4.25 -0.2239
H -0.11 6.32 0.40 0.0707
H -5.16 -0.52 -2.41 0.0614
C -0.94 3.95 1.96 -0.0673
H 6.68 -0.72 -1.60 0.0914
O -0.27 -6.02 5.64 -0.2139
H 5.23 4.77 -2.03 0.0911
H -0.69 -3.29 2.60 0.0853
O 1.27 -5.00 3.98 -0.2017
H 2.79 0.13 -2.30 0.0349
H -0.41 4.61 2.64 0.1160
O 5.25 3.07 -0.86 -0.2022
P 4.42 1.74 -1.06 0.3200
O -0.87 6.88 0.19 -0.2137
H -1.51 -6.10 7.26 0.0885
C -2.54 3.63 0.22 -0.0198
H 1.44 -4.05 5.84 0.0842
O -0.89 -3.87 4.60 -0.2246
H 5.49 3.27 -2.94 0.0858
C -0.66 2.60 2.03 0.0147
C -0.22 -1.58 -2.06 -0.3389
C 5.71 3.79 -2.01 -0.0878
P 1.06 -2.81 -2.58 0.6285
C -2.95 1.32 -0.63 -0.2367
H 2.82 -5.04 5.33 0.0903
C -1.14 -1.07 -2.94 -0.2703
H -1.24 -0.77 -4.90 0.0903
N -1.05 -1.55 -4.28 0.0568
H 0.08 2.21 2.72 0.1341
C -5.29 -0.80 -3.46 -0.0838
O -0.94 -5.98 3.15 -0.2153
O -0.93 -0.42 2.06 0.1308
H 6.62 0.52 -0.32 0.0886
C -1.32 1.78 1.16 -0.0791
C 2.39 1.12 -2.51 -0.1070
H -1.69 -2.32 -4.47 0.0930
C -1.54 -6.37 6.21 -0.0863
H -3.75 1.20 -3.03 0.1012
H 1.43 1.24 -2.01 0.0868
O 3.97 1.12 0.19 -0.2234
H 2.25 1.22 -3.58 0.0826
C -1.08 0.29 1.08 -0.2300
H 0.55 -1.59 -0.05 0.1187
Cl 2.06 -1.85 -4.16 0.1990
O 2.15 -2.84 -1.35 -0.3534
C -2.08 -0.11 -2.53 -0.0755
C -1.09 -0.24 -0.33 -0.0923
H 2.51 -3.47 4.56 0.0896
H -4.29 -0.01 -5.17 0.1057
P -2.20 6.26 0.92 0.2102
C -0.91 -2.86 3.58 -0.1021
C -0.19 -1.18 -0.73 -0.0269
H 7.41 0.88 -1.88 0.0887
H -5.56 -1.85 -3.56 0.0680
S -3.70 6.65 -0.21 0.3311
H -2.50 1.09 -4.22 0.1232
H -1.70 -7.44 6.11 0.0908
H 6.79 3.92 -1.92 0.0908
H -3.28 3.97 -0.49 0.0880
C 6.58 0.35 -1.40 -0.0830
C -1.84 4.48 1.07 -0.2822
H 2.27 -1.95 -0.96 0.0388
O 3.28 2.16 -2.07 -0.2064
H -3.49 -1.45 -4.52 0.0759
O 5.35 0.81 -1.96 -0.2249
H -1.90 -2.41 3.55 0.0862
C -2.01 0.27 -1.21 -0.0337
O -4.14 1.36 -0.84 0.1323
O -2.29 6.97 2.37 -0.1883
```

Properties
Electronic energy in a.u.: -4153.81420
Molecular weight in g/mol: 723.94
Frontier orbital gap in eV: 7.91
E_LUMO in eV: -1.1
SMILES string: CCCc1c(N)c(P(O)Cl)cc2c1C(=O)c1cc(P(O)(O)=S)ccc1C2=O.COP(=O)(OC)OC.COP(=O)(OC)OC


Please write out number 1 again, unchanged.
An isolated molecule of C3H7NO2. Source: the Open Molecules 2025 dataset; level of theory: wB97M-V/def2-TZVPD.

The geometry in XYZ format:
```
13
Properties=species:S:1:pos:R:3:nbo_charge:R:1
H -1.48 -0.42 -1.51 0.2363
H 0.13 -1.00 -1.93 0.2172
H -0.14 0.75 -1.68 0.2341
H -0.04 0.64 1.98 0.1903
H 1.36 -1.70 -0.10 0.5098
H 1.58 1.49 0.59 0.4688
H -1.22 1.33 0.84 0.1915
N -0.47 -1.60 0.81 -0.3406
C -0.17 -0.41 0.15 0.2923
O 1.10 -1.06 0.58 -0.5089
C -0.41 -0.25 -1.34 -0.6690
O 0.70 1.85 0.43 -0.7104
C -0.22 0.89 0.93 -0.1114
```

Properties
Electronic energy in a.u.: -323.58139
Molecular weight in g/mol: 89.09
Frontier orbital gap in eV: 8.74
E_LUMO in eV: 0.4
Relative energy (zero: lowest compared OMol25 entry of this formula, charge and spin) in kJ/mol: 524.0